[1]
The following is a DFT calculation (wB97M-V/def2-TZVPD) of C50H60AsF6N6O16S2 as an isolated structure in a non-equilibrium geometry.

The geometry in XYZ format:
```
141
Properties=species:S:1:pos:R:3:forces:R:3
O -7.371361 5.812205 -1.137912 0.1 -0.4 -0.1
H 4.838241 2.920439 -3.490791 0.0 -0.1 -0.3
H -0.477708 2.171072 0.351802 -0.3 -0.2 -0.2
O -0.886815 -5.706985 1.342154 0.2 0.1 -0.2
O 3.451147 -1.204650 0.072004 -0.4 -0.4 0.6
H 4.957048 -5.664032 0.785936 0.0 -0.2 -0.1
C -2.120406 3.503630 -3.009305 -0.5 0.5 0.0
H -1.699873 1.504363 2.349391 -0.2 -0.1 0.0
C 4.971383 -5.113167 -1.323728 -1.6 0.6 -1.2
H 5.762982 -0.281935 2.229670 -0.4 0.4 0.0
C -1.416188 4.071704 0.165473 1.3 1.4 0.6
H -4.469773 -3.825634 5.005107 0.1 -0.1 -0.1
F 0.445047 -2.075573 -0.881047 -0.5 -0.2 -0.2
O 0.977311 6.166235 -5.801265 -0.1 -0.3 -0.2
C -0.906846 -2.493626 -5.891804 0.6 -0.3 0.3
H 3.296331 0.294239 1.939965 0.1 0.0 0.1
S 3.496594 -5.438886 -2.425540 0.1 0.0 0.6
C -2.907837 4.672943 1.931069 0.1 0.0 0.6
H 1.091299 0.819273 2.823876 -0.1 0.2 0.2
H -2.791931 -2.016975 5.348864 0.1 -0.3 -0.2
H 5.392672 1.006670 5.025514 0.6 0.0 -0.1
H 5.491095 0.739765 -2.491075 0.1 0.2 0.0
N 4.031941 -0.821154 -0.911246 0.2 0.5 -0.2
C -5.622157 2.354024 -2.539569 0.1 -0.1 0.7
C -2.753633 3.408270 2.488745 0.5 -0.3 -1.1
H -5.614519 2.074541 -3.583013 -0.3 0.1 0.0
C 0.893812 -0.865914 -4.527960 -0.2 0.0 0.2
C 1.972903 2.150026 -1.878654 0.4 0.1 -1.1
H -6.781998 4.066988 -2.840008 -0.1 0.4 0.4
H -4.831443 -0.798568 2.286231 -0.5 -0.3 -0.2
H -0.635436 2.133652 -3.609982 0.4 0.1 0.1
C -4.684974 -2.874527 4.526341 0.3 0.3 -0.8
H -5.124627 3.561653 1.107356 -0.2 0.0 0.0
F -0.362349 -0.319744 0.511093 -0.6 0.1 0.2
H 2.191368 -2.152642 5.028082 0.0 -0.3 0.5
H -4.288069 1.330839 0.407607 0.1 0.0 0.0
N 0.560865 0.959610 -6.123166 0.0 0.2 0.0
O -6.378845 -3.041788 2.437867 0.6 -0.3 0.1
H 3.633802 1.996476 1.751631 0.6 0.0 0.4
C 3.650232 0.467052 -1.468813 -0.7 1.1 -0.9
S -4.958449 -3.158583 2.721609 -0.1 1.0 0.3
H 1.040293 -2.629533 -3.198761 0.5 0.7 0.2
C -1.968774 5.716423 -3.894796 0.0 0.7 0.0
C -0.795060 5.375973 -4.560008 -0.9 -0.3 0.6
C 0.640427 -2.154981 -4.083986 -0.3 -0.9 0.0
H 1.477020 -4.227796 6.261630 -0.2 -0.3 0.0
H 7.436653 -0.338831 4.782968 -0.4 0.0 0.1
N -6.646354 5.210407 -0.356648 -0.7 1.2 -0.4
N -0.136621 6.404632 -5.373453 0.7 0.1 0.5
N -3.489383 3.049460 3.703386 -0.2 -0.5 -0.2
C -4.120357 -1.622019 2.180918 -0.3 0.6 1.2
N -0.919120 -5.678938 2.550647 -0.4 -0.5 0.2
H -0.442233 -3.999105 -4.456051 0.0 0.1 0.3
C -0.267778 4.101816 -4.427576 0.2 0.4 -1.2
C 0.276876 -0.425400 -5.696397 0.6 -0.2 0.7
C -1.247700 2.827265 0.735553 0.4 -0.6 -0.3
O -4.352596 3.802368 4.105255 0.1 0.1 0.0
H 0.549135 3.857291 -5.098295 0.2 -0.3 0.4
H -2.193728 -2.002585 3.018054 0.0 -0.1 0.0
H -0.736132 4.446434 -0.592346 -0.2 -0.5 -0.4
H 5.672485 1.936845 3.541266 0.4 -0.2 0.0
O -0.142016 1.470932 -6.981714 0.2 -0.4 0.3
C -3.588906 -1.780118 4.647813 -1.1 0.1 0.1
H 7.639158 -1.404253 3.432422 0.0 0.1 -0.3
O -3.220589 1.971067 4.208139 0.0 0.2 0.1
C -4.821377 1.961967 -0.287907 -0.2 0.4 -0.5
C -3.059826 -1.379176 3.261479 1.1 -0.9 -0.2
H -2.311057 6.742574 -3.884319 0.0 0.0 -0.3
H -3.475016 5.152573 -2.532059 -0.3 -0.4 -0.2
C 5.772112 -0.235829 3.320851 0.7 -0.6 0.1
H -2.206919 6.077905 0.527072 0.2 -0.1 -0.3
H 2.378943 -5.226086 1.001363 0.1 0.3 -0.1
O -6.353706 5.661421 0.728758 0.4 -0.3 0.5
C -0.931474 3.175599 -3.643315 -0.5 -0.5 -0.2
C 1.123476 -4.061221 5.253808 0.9 0.5 -0.4
H 7.856177 0.368375 3.272507 0.0 -0.2 -0.2
As -1.106697 -1.259471 -0.770756 0.3 0.5 -0.7
C 2.371816 0.970020 -1.278924 -0.9 0.1 0.5
H 1.461527 -0.164233 -3.933473 0.2 -0.1 -0.1
C -2.132399 5.043900 0.836837 -1.4 -0.3 0.2
H 0.947185 2.474716 -1.769210 0.0 0.1 0.2
C 0.393283 -3.621636 2.599439 0.0 0.5 0.1
C 2.819264 2.829471 -2.756058 0.2 0.0 1.1
H -2.640917 2.773917 -2.406067 0.1 -0.1 0.0
C 1.181500 -2.683621 3.276002 -0.1 -1.0 -0.2
C -0.245413 -2.981100 -4.760039 -0.3 0.5 -1.1
H 4.495517 -4.038053 0.513255 -0.3 0.2 -0.3
C -5.321203 3.194344 0.111182 -0.5 -0.1 0.2
C 1.561562 -2.919681 4.592800 -0.2 0.7 -0.6
H -3.775893 -1.640336 1.152725 0.2 -0.4 0.0
C -6.107084 3.941181 -0.774743 1.2 -1.3 -0.2
H -1.645767 -3.109367 -6.385677 0.0 0.0 -0.1
H -4.134563 -0.944446 5.090643 0.3 0.3 -0.1
C -1.915259 2.452481 1.880800 -0.3 0.8 0.8
H 3.243612 0.331377 4.301807 -0.1 0.1 0.3
H -4.425282 0.669748 -1.919015 -0.2 -0.1 -0.1
H 1.540534 -1.828135 2.719690 -0.1 0.1 0.1
H -5.629861 -2.470215 4.878509 -0.1 -0.2 0.1
H 0.136366 -5.931825 5.034528 -0.2 0.1 0.0
C -4.961771 1.564374 -1.622606 0.8 -0.4 0.6
C 2.240124 -4.994461 -1.169005 1.2 0.7 -0.6
H 2.178165 -3.904409 -1.151072 -0.3 0.0 -0.2
C 2.916217 -5.503488 0.094745 -0.9 -0.6 -0.3
H 2.508486 3.805260 -3.105934 0.1 -0.1 -0.5
F -0.497504 -0.052472 -1.892035 -0.2 0.0 0.1
H 5.197178 -1.108796 3.645525 -0.1 0.1 0.1
C 3.700832 1.232705 3.874170 -0.3 -1.2 -1.8
C -6.239140 3.509703 -2.086335 -0.4 0.4 -1.0
O 4.925842 -1.417014 -1.469771 0.5 -0.4 -0.2
H 1.359997 1.633558 1.324667 0.0 0.1 0.0
H -1.172531 -0.852896 -7.215461 0.3 0.1 -0.1
C -0.595053 -1.240347 -6.384363 -1.1 0.4 -0.4
H -3.599149 5.376026 2.377233 0.1 0.0 0.1
C -0.027323 -4.777120 3.254168 1.0 1.7 -0.3
C 4.388571 -5.038721 0.095644 0.3 -0.6 0.3
O 3.500429 -4.538690 -3.563991 0.0 -0.4 0.5
C 3.170377 1.263766 2.422193 -0.7 0.5 0.1
F -2.627247 -0.361308 -0.650028 0.6 -0.2 0.3
H 1.561894 0.533529 -0.712233 0.5 -0.8 0.3
C -2.666628 4.785908 -3.149801 1.1 -0.1 0.5
H 5.226524 -4.148409 -1.761856 0.5 0.1 0.5
F -1.778885 -2.127080 -2.115849 0.3 -0.1 0.4
O 1.488797 1.537648 -5.569056 -0.4 -0.2 -0.3
C 1.683217 1.618617 2.366815 -0.2 -0.7 -0.4
C 0.391560 -4.995083 4.551958 -0.7 -1.1 0.7
F -1.667051 -2.436133 0.363412 0.0 0.2 -0.1
H 5.720829 -5.858274 -1.568157 0.0 -0.1 0.2
H 2.764489 -6.584254 0.009068 0.7 -0.1 0.4
H 0.103588 -3.370373 1.589743 -0.2 -0.4 -0.1
H 3.284758 2.089821 4.401173 0.5 0.2 0.2
O -0.687437 7.479087 -5.489946 -0.3 0.1 -0.2
H -2.657838 -0.369066 3.319318 -0.4 0.2 -0.3
C 4.514934 1.168043 -2.307492 0.1 -0.5 -0.2
H 1.421555 2.584302 2.801612 0.2 0.0 0.2
O -1.663286 -6.347048 3.242409 0.0 -0.2 0.1
C 4.107694 2.338932 -2.946535 0.1 0.0 0.6
O -4.211960 -4.318757 2.300954 -0.1 0.3 0.1
C 7.245678 -0.425642 3.708382 0.2 0.1 0.4
C 5.221249 1.024849 3.942977 -1.1 1.1 0.7
H 1.329701 -5.475428 -1.512421 -0.2 0.0 0.3
O 3.371426 -6.866639 -2.645246 0.1 0.2 -0.1
```
Positions in Å, forces in eV/Å.

E_tot	-193328.077	eV
E_HOMO	-7.89	eV
orbital gap	8.760	eV
total charge	-1
maximum force	0.04203	Eh/bohr

These are the Mulliken partial charges, in e, on atoms 1 to 5: number 1, O, carries -0.6305; number 2, H, carries 0.4174; number 3, H, carries -0.3097; number 4, O, carries -0.5654; number 5, O, carries -0.3547

---

[2]
The following is a DFT calculation (wB97M-V/def2-TZVPD) of C26H41NO10P2PdS2Si as an isolated structure in a non-equilibrium geometry.

The geometry in XYZ format:
```
84
Properties=species:S:1:pos:R:3:forces:R:3
H 3.505974 -2.029223 -3.017870 -0.1 0.0 0.0
H -1.554770 2.193314 4.813612 0.0 0.0 0.0
H -3.053358 -4.138926 -3.216921 -0.1 0.0 0.0
C 1.568531 1.833607 3.954286 0.1 0.2 0.2
C -1.322305 -4.088440 -1.966966 0.0 0.0 0.0
H -4.110576 4.817990 2.550099 0.0 0.0 0.0
C -1.287527 2.149012 2.693882 -0.1 0.0 0.2
C 2.203768 0.470363 5.836882 0.0 0.0 -0.1
Pd 0.272416 0.628366 0.078106 1.0 -0.5 -1.0
C -1.878383 2.596255 3.862987 0.0 0.0 0.1
H -1.839024 -3.595951 -1.142986 0.0 0.0 0.0
H 2.127381 -1.773762 -1.941546 0.0 -0.1 -0.1
H -2.599002 -0.945956 2.680471 0.0 0.0 0.0
C 2.421520 1.574900 5.018834 0.0 0.0 0.0
C -1.674017 2.684570 1.422585 -0.2 0.3 -0.2
H 2.880316 -0.013679 -4.606776 0.0 0.0 0.1
O 3.880286 2.900315 0.128967 0.1 0.0 0.0
H -0.304617 -4.337649 -4.515393 0.0 0.0 0.0
C -1.367021 -4.570576 -4.447284 0.0 -0.1 -0.1
H 3.046901 -1.673669 1.779760 0.0 0.0 0.0
H 0.328185 -4.152086 1.698600 0.0 0.0 0.0
H 1.152509 0.261159 -4.908702 0.1 0.0 0.0
O -1.203691 -2.005120 1.600308 -0.1 -0.1 0.1
H 1.933363 -2.168969 -4.942578 -0.1 0.0 -0.1
H 2.290202 -3.309466 -2.811511 0.0 0.0 -0.1
Si -1.140025 3.050406 -1.327309 0.1 -0.1 0.2
C 1.129414 -0.375422 5.591374 0.0 0.0 0.0
C -2.012333 -3.830068 -3.293017 0.1 0.2 0.0
C -3.316986 4.083396 2.581233 0.1 -0.1 0.3
H -3.344341 3.878668 4.734524 0.0 0.0 0.0
C 3.050417 2.098832 0.399003 -0.3 0.1 0.1
P 0.202356 -1.531372 1.031236 -0.3 0.5 0.4
C -2.883938 3.550700 3.811312 -0.1 0.0 -0.1
H 3.259349 2.235334 5.204294 0.0 0.0 0.0
H -3.192543 -1.765197 1.211340 0.0 0.0 0.0
H -0.294885 -3.722014 -1.984540 0.0 0.0 0.0
H -3.548490 3.256238 -1.834152 0.1 -0.1 0.0
H -0.902780 5.293950 -2.244524 0.0 0.0 0.1
H -0.575676 -0.770752 4.320271 0.1 0.1 0.0
C 1.653002 -1.649760 -4.025781 -0.1 0.1 -0.2
H 1.727521 2.669537 3.283156 0.0 -0.1 0.1
H 2.875854 0.266284 6.660630 0.0 0.0 0.0
H 0.964225 -1.242991 6.217186 0.0 0.0 0.0
H 0.107371 5.087522 -0.803875 -0.1 0.0 -0.1
H 2.717918 -1.262017 3.480063 0.0 0.0 0.0
H 2.401103 -0.067688 2.205693 0.0 0.0 0.0
H -1.486124 -5.646477 -4.296214 0.0 0.0 0.0
H -2.635577 2.497314 -3.164578 0.0 0.0 0.1
C 0.320878 2.455302 -2.295812 0.2 -0.1 0.0
O -0.322803 1.211873 2.641048 0.0 -0.2 0.2
H -3.061068 4.056790 0.475906 0.0 0.0 -0.1
H 0.453228 -4.770440 0.037560 0.0 0.0 0.0
C 0.264319 -0.120048 4.534429 -0.1 0.0 0.3
C -2.743481 2.554058 -2.077754 -0.5 0.0 0.0
O 1.043407 -1.647507 2.390543 0.3 -0.1 0.1
H 1.918693 -4.256243 0.907248 0.0 0.0 0.0
S -1.217291 -0.760166 -1.490420 -0.2 0.1 0.4
C 2.439779 -2.228076 -2.875625 0.0 -0.3 0.0
C 2.388044 -1.125837 2.455073 0.0 -0.3 -0.2
O 2.016509 1.926029 1.040762 0.1 0.2 -0.2
C -0.881266 4.886633 -1.228694 -0.1 0.3 0.3
H 1.796351 0.365383 -3.259860 0.1 -0.1 -0.1
S -1.544268 0.236858 -4.636624 -0.1 0.1 -0.3
O 0.252411 -2.015002 -3.853954 0.4 -0.2 0.2
H -2.257081 -0.273239 1.069843 0.1 0.1 -0.1
H 0.225458 2.875829 -3.303225 0.0 0.0 0.1
H -1.617197 5.430706 -0.632992 0.0 0.0 -0.1
H 0.376357 1.376516 -2.428917 -0.1 0.1 0.0
C 1.873420 -0.164267 -4.212506 0.1 0.1 0.1
C 0.859637 -4.062132 0.754247 0.0 0.0 -0.1
H -1.310171 -5.166849 -1.785074 0.0 0.0 0.0
P -1.074980 -1.239248 -3.491238 -0.1 0.2 0.0
O -2.131213 -2.419981 -3.624546 -0.1 -0.1 0.0
C 3.412003 0.359371 -0.487437 -0.2 -0.2 0.0
O 0.706976 -2.749307 0.175605 0.2 -0.3 -0.2
C 0.504892 0.979165 3.740290 -0.3 0.3 0.2
O 2.317004 -0.130417 -0.752878 0.1 0.3 0.2
C -2.723453 3.668049 1.425370 0.2 -0.1 -0.1
H -1.845086 -4.296971 -5.388639 0.0 0.0 0.0
N -1.044496 2.290668 0.330312 -0.4 0.0 -0.5
H 1.259055 2.821007 -1.866495 0.0 0.0 0.0
H -3.025379 1.555762 -1.736273 0.0 0.0 -0.1
C -2.379020 -1.189781 1.641713 0.0 0.0 0.1
O 4.577937 0.154712 -0.549164 0.1 0.0 0.0
```
Positions in Å, forces in eV/Å.

expectation value of S²	6.053
E_tot	-101200.767	eV
E_HOMO (spin up / spin down)	-7.55 / -7.55	eV
2S+1	5
orbital gap (spin up / spin down)	7.933 / 5.215	eV
maximum force	0.02976	Eh/bohr

These are the Mulliken partial charges, in e, on atoms 1 to 5: number 1, H, carries 0.5252; number 2, H, carries 0.5280; number 3, H, carries 0.4029; number 4, C, carries 0.1359; number 5, C, carries -0.7876

---

[3]
The following is a DFT calculation (wB97M-V/def2-TZVPD) of C4H12N2S in the gas phase in a non-equilibrium geometry.

The geometry in XYZ format:
```
19
Properties=species:S:1:pos:R:3:forces:R:3
S 1.211992 -1.259566 2.017139 -1.5 -0.7 0.3
H 1.234228 2.016087 -0.773023 -0.3 0.5 0.3
N 0.085281 -2.244492 -0.847457 -0.6 0.7 0.2
H -0.700760 0.213171 1.490329 0.4 0.3 0.3
H 0.660356 -2.688986 -0.135577 0.0 0.0 -0.1
H -1.215414 -1.395560 1.547261 -0.1 -0.9 0.5
H -0.695934 3.199438 -0.130801 0.5 -0.2 -0.4
H 1.686117 -0.291709 -0.713988 0.0 0.3 0.3
C -0.392660 -0.784487 1.237826 0.7 -0.2 -2.0
H -1.112010 1.915226 0.890712 -0.4 -0.2 -0.5
H -1.409607 1.776775 -0.924165 -0.2 0.1 0.4
H 1.819575 -0.188053 1.601825 0.6 1.0 -0.3
H 0.684727 0.327497 -1.981346 -0.6 -0.9 0.6
H -1.310269 -0.640133 -0.759422 0.7 -0.4 0.3
C -0.295248 -0.907695 -0.364832 -0.7 0.7 0.8
H -0.784176 -2.755304 -0.924008 0.2 -0.4 0.0
C -0.724923 2.104180 -0.122124 -0.3 0.0 0.1
C 0.687707 0.130133 -0.873837 0.1 0.9 -0.9
N 0.571018 1.473477 -0.234512 1.5 -0.6 0.0
```
Positions in Å, forces in eV/Å.

E_tot	-18157.227	eV
E_HOMO	-8.78	eV
orbital gap	9.717	eV
SMILES	CNC[C@@H](N)CS
maximum force	0.04136	Eh/bohr

These are the natural (NBO) partial charges, in e, on atoms 1 to 5: number 1, S, carries -0.0621; number 2, H, carries 0.3620; number 3, N, carries -0.8335; number 4, H, carries 0.2205; number 5, H, carries 0.3679